[1]
{"formula": "CH2F2N2", "method": "wB97M-V/def2-TZVPD", "species": ["C", "N", "N", "F", "F", "H", "H"], "coordinates": [[-0.23159, 0.14350, 0.22442], [-0.99624, -0.35770, -0.64779], [1.04284, -0.22559, 0.07898], [-0.53340, 1.00630, 1.20366], [-2.36047, -0.19614, -0.60118], [1.19811, -0.55899, -0.78666], [1.88076, 0.18861, 0.52857]], "forces_ev_per_a": [[-1.3850, 1.1852, 0.4889], [-0.3929, -1.0636, -1.1281], [2.3477, 1.5741, 3.8495], [0.1411, -0.7910, -0.3872], [0.0857, 0.8195, 0.8099], [0.8027, -1.6338, -3.3448], [-1.5993, -0.0903, -0.2882]], "smiles": "N/C(F)=N/F", "de_lowest_kj_mol": 155.9, "gap_ev": 10.49, "total_charge": 0, "energy_ha": -348.457079, "homo_energy_ev": -9.70, "lumo_energy_ev": 0.79}

=====

[2]
{"formula": "C19H16I2NO3PSTm", "method": "wB97M-V/def2-TZVPD", "species": ["Tm", "O", "C", "O", "C", "P", "C", "C", "C", "C", "C", "C", "C", "C", "C", "C", "C", "C", "H", "H", "H", "H", "H", "H", "H", "H", "H", "H", "H", "H", "O", "N", "C", "C", "C", "C", "C", "S", "H", "H", "H", "H", "I", "I"], "coordinates": [[1.64930, 1.62958, 0.26792], [2.69341, -0.34221, 0.20912], [2.79958, -0.08408, -1.03113], [3.06598, 1.11216, -1.36357], [2.17105, -1.02142, -2.01739], [0.36522, -0.51075, -2.05264], [-0.26003, -0.77327, -0.37181], [0.12897, -1.85907, 0.43033], [-0.44533, -2.04781, 1.66943], [-1.41984, -1.16162, 2.13242], [-1.81259, -0.08798, 1.35899], [-1.23496, 0.10864, 0.10616], [-0.42902, -1.68427, -3.15775], [-0.12615, -1.61631, -4.51833], [-0.72293, -2.49739, -5.40292], [-1.63653, -3.43536, -4.93762], [-1.95292, -3.49507, -3.58936], [-1.34916, -2.62208, -2.69483], [2.28436, -2.06477, -1.73091], [2.54129, -0.84681, -3.02657], [0.89097, -2.54557, 0.08671], [-0.14189, -2.88687, 2.28103], [-1.86917, -1.32127, 3.10423], [-2.56745, 0.60200, 1.71185], [-1.56124, 0.94000, -0.50712], [0.57094, -0.87696, -4.89771], [-0.48279, -2.44991, -6.45641], [-2.10699, -4.11929, -5.63139], [-2.66650, -4.22395, -3.22965], [-1.59675, -2.67661, -1.64237], [1.15844, 1.27003, 2.27272], [0.75183, 2.12177, 3.22040], [0.73840, 1.66256, 4.49150], [0.33138, 2.48305, 5.50382], [-0.05630, 3.79047, 5.18805], [-0.00881, 4.22736, 3.88920], [0.42033, 3.38206, 2.85340], [0.55526, 3.88288, 1.20625], [1.05986, 0.63815, 4.59444], [0.32011, 2.10704, 6.51559], [-0.38408, 4.46145, 5.97030], [-0.28828, 5.23805, 3.62939], [0.19572, 2.43705, -2.35093], [0.42729, 5.15644, -2.08285]], "forces_ev_per_a": [[-0.7349, 0.7144, 0.4133], [0.1538, -0.4068, -0.1257], [-0.1737, -0.0519, 0.2022], [0.2902, -0.1527, -0.5258], [-0.0033, -0.1129, -0.1282], [0.2466, 0.3388, -0.2411], [0.0343, -0.2856, 0.1026], [0.0217, 0.0735, -0.0401], [-0.0905, 0.0751, 0.0459], [0.0676, -0.1099, 0.0567], [0.0154, 0.0861, -0.1030], [0.0434, 0.0478, 0.0435], [-0.0650, -0.2372, 0.0679], [0.0308, 0.0259, -0.0517], [-0.0317, -0.0409, 0.0235], [-0.0126, -0.0166, -0.0328], [0.0384, 0.0388, 0.0208], [-0.0070, -0.0254, -0.0224], [0.0293, -0.0076, -0.0053], [0.0488, -0.0576, 0.0052], [-0.0113, -0.0023, -0.0186], [0.0026, 0.0040, 0.0002], [-0.0034, 0.0031, -0.0068], [-0.0061, -0.0130, 0.0069], [-0.0509, -0.0092, -0.0044], [-0.0013, 0.0213, 0.0521], [0.0025, 0.0117, 0.0050], [0.0053, 0.0065, -0.0032], [-0.0038, 0.0050, 0.0012], [-0.0019, 0.0105, -0.0013], [0.1730, -0.0983, 0.4778], [0.1122, -0.1330, -0.2862], [-0.1507, 0.1245, -0.0547], [0.0143, -0.0534, -0.0315], [0.0087, -0.0626, 0.0919], [-0.0226, 0.0845, -0.1089], [-0.0175, 0.0351, 0.2491], [0.0805, -0.0764, 0.2371], [0.0037, -0.0006, 0.0335], [-0.0080, 0.0384, 0.0085], [0.0013, -0.0007, -0.0076], [0.0100, -0.0108, -0.0246], [0.0323, 0.2694, -0.1129], [-0.0703, -0.0488, -0.2082]], "s_squared": 2.00, "gap_ev": [7.53, 7.53], "multiplicity": 3, "total_charge": 1, "energy_ha": -3434.123212, "homo_energy_ev": [-11.39, -11.39], "lumo_energy_ev": [-3.85, -3.85]}

=====

[3]
{"formula": "C24H19Cl64N2", "method": "wB97M-V/def2-TZVPD", "species": ["N", "C", "C", "C", "N", "C", "C", "C", "C", "C", "H", "H", "H", "H", "H", "H", "H", "H", "H", "H", "H", "H", "H", "H", "H", "H", "H", "H", "H", "C", "Cl", "Cl", "Cl", "Cl", "C", "Cl", "Cl", "Cl", "Cl", "C", "Cl", "Cl", "Cl", "Cl", "C", "Cl", "Cl", "Cl", "Cl", "C", "Cl", "Cl", "Cl", "Cl", "C", "Cl", "Cl", "Cl", "Cl", "C", "Cl", "Cl", "Cl", "Cl", "C", "Cl", "Cl", "Cl", "Cl", "C", "Cl", "Cl", "Cl", "Cl", "C", "Cl", "Cl", "Cl", "Cl", "C", "Cl", "Cl", "Cl", "Cl", "C", "Cl", "Cl", "Cl", "Cl", "C", "Cl", "Cl", "Cl", "Cl", "C", "Cl", "Cl", "Cl", "Cl", "C", "Cl", "Cl", "Cl", "Cl", "C", "Cl", "Cl", "Cl", "Cl"], "coordinates": [[-1.15797, 1.69250, 6.18619], [-1.55163, 2.72414, 5.20831], [-1.70339, 2.08696, 3.83311], [-0.41453, 1.51144, 3.28146], [0.41277, 2.38181, 2.35835], [1.31097, 3.37734, 3.04420], [0.69550, 4.74574, 3.33742], [-0.65256, 5.03943, 2.67688], [-0.75787, 4.40915, 1.29522], [-0.38494, 2.93319, 1.19883], [-1.67006, 1.85968, 7.04556], [-0.19249, 1.87605, 6.44384], [-0.84511, 3.55667, 5.19828], [-2.51795, 3.14835, 5.47574], [-2.37249, 1.23867, 3.97164], [-2.21664, 2.76595, 3.15433], [-0.65018, 0.63346, 2.68303], [0.22242, 1.17395, 4.09703], [1.05335, 1.71274, 1.93784], [1.61209, 2.90428, 3.97624], [2.21778, 3.46443, 2.45294], [0.64649, 4.91029, 4.40992], [1.39372, 5.49529, 2.96963], [-0.67983, 6.11502, 2.52052], [-1.49954, 4.80453, 3.31373], [-1.79133, 4.48487, 0.96015], [-0.17562, 4.99479, 0.58809], [-1.25357, 2.29733, 1.11036], [0.21243, 2.78870, 0.30221], [-4.05864, 2.75693, -0.92230], [-5.52486, 2.05889, -1.58446], [-4.01722, 4.49093, -1.23197], [-4.00635, 2.47047, 0.82995], [-2.63496, 1.99070, -1.64239], [-5.53355, -1.27903, 3.26091], [-4.87637, -2.80295, 2.66806], [-5.04839, -1.03862, 4.94332], [-4.90020, 0.05648, 2.27480], [-7.28470, -1.28433, 3.12370], [2.72890, 0.95611, 7.62131], [4.45876, 1.07900, 7.33090], [2.43837, 0.47883, 9.28350], [1.97410, 2.54202, 7.32248], [2.01955, -0.23099, 6.52055], [0.76546, 0.17217, -4.26209], [1.13567, -1.41978, -3.59366], [-0.72835, 0.77885, -3.51604], [2.08834, 1.28800, -3.91635], [0.53714, 0.04647, -5.99633], [-3.38828, -1.89867, -6.88898], [-2.56153, -2.10674, -8.42892], [-4.19171, -0.32400, -6.83884], [-4.58053, -3.17856, -6.66806], [-2.17941, -1.96637, -5.60294], [-4.20402, 0.03235, -12.01828], [-5.50551, -0.74725, -12.94233], [-4.12091, 1.74516, -12.42080], [-4.51961, -0.16544, -10.29600], [-2.65963, -0.72958, -12.40416], [4.16995, 0.13770, 13.15591], [2.55414, -0.33301, 12.60861], [4.29352, 1.89795, 13.18179], [4.43953, -0.49901, 14.77463], [5.38560, -0.51199, 12.05035], [0.53649, -4.63210, -10.06517], [2.27599, -4.36977, -9.93106], [-0.14328, -4.89716, -8.45778], [-0.20956, -3.20472, -10.79605], [0.22332, -6.03876, -11.07953], [-10.42566, 0.14915, 1.05857], [-8.90410, 0.83346, 0.46506], [-11.00931, 1.11289, 2.41444], [-11.61853, 0.15636, -0.23603], [-10.14641, -1.51149, 1.59572], [5.26729, -5.01205, 13.79738], [5.40404, -3.53195, 12.84160], [3.62659, -5.14070, 14.43665], [5.62460, -6.41106, 12.78685], [6.41551, -4.94465, 15.13856], [1.89770, 1.11763, -9.27652], [2.77734, 0.99389, -10.79781], [1.03168, 2.65381, -9.21210], [0.74086, -0.21247, -9.16001], [3.03636, 1.02772, -7.92771], [9.18941, -8.63072, 12.47535], [10.44715, -7.72278, 11.63294], [7.82101, -8.88500, 11.38321], [9.82863, -10.19446, 12.98046], [8.65611, -7.72321, 13.88983], [5.47006, -1.30367, -4.37326], [6.99419, -0.48362, -4.70734], [5.70276, -3.04888, -4.45252], [4.91411, -0.86456, -2.75039], [4.26572, -0.81683, -5.56806], [8.79299, 0.40261, 9.54075], [10.22604, 1.20115, 8.89702], [8.41860, 1.04115, 11.13954], [7.41616, 0.69913, 8.46644], [9.07615, -1.33420, 9.65146], [-6.08082, 2.69467, -16.47838], [-4.59362, 3.44799, -17.06036], [-6.98884, 2.04895, -17.84626], [-5.67929, 1.38895, -15.36040], [-7.05995, 3.90071, -15.63774], [-2.59685, -3.90952, -15.64769], [-1.13244, -3.11645, -16.23550], [-3.47669, -4.60706, -17.00808], [-2.15468, -5.18756, -14.51065], [-3.61093, -2.72425, -14.82242]], "forces_ev_per_a": [[0.1661, 0.6956, 0.0524], [-0.1684, -0.2002, 0.0986], [-0.0446, 0.1480, 0.2765], [-0.3603, -0.2742, -0.1725], [0.1390, -0.0157, 0.1039], [0.0078, -0.0675, 0.5566], [0.0602, 0.2874, -0.1716], [0.3355, 0.2662, -0.1537], [-0.5249, -0.0093, 0.1270], [0.2572, 0.1209, -0.2633], [-0.0627, -0.2341, -0.0064], [-0.1229, -0.3394, 0.0373], [0.0405, 0.0630, -0.0667], [-0.0539, 0.0202, 0.0895], [-0.0624, -0.0675, -0.0423], [0.1329, -0.0088, -0.2452], [0.0388, -0.0284, -0.1316], [0.1655, 0.0667, 0.0125], [0.0366, 0.0148, 0.0200], [0.0374, -0.1302, 0.0219], [-0.0961, 0.0292, -0.3105], [-0.0838, -0.0679, 0.0932], [0.1425, -0.0209, -0.0210], [-0.2408, 0.1043, 0.1258], [-0.0066, -0.2400, 0.0540], [-0.0425, 0.0860, -0.1075], [0.2207, -0.0675, -0.0168], [-0.1956, -0.1038, 0.0028], [0.1207, -0.1709, 0.0020], [-0.0048, -0.0022, -0.0681], [0.0262, -0.0232, 0.0080], [0.0089, 0.0102, 0.0118], [0.0042, 0.3486, -0.0285], [-0.1736, 0.1391, 0.1596], [-0.0223, 0.0192, 0.0409], [0.0130, -0.0063, -0.0039], [0.0089, 0.0128, 0.0008], [-0.0314, -0.2669, 0.1124], [0.0671, -0.0522, 0.0786], [0.0509, -0.0774, 0.0684], [-0.1075, 0.0508, -0.1142], [0.0024, 0.0179, 0.0091], [0.1214, 0.1541, 0.0123], [-0.0380, -0.0237, -0.0574], [-0.0189, -0.0547, -0.0516], [-0.0043, -0.0217, 0.0405], [0.1682, -0.0882, -0.1961], [-0.0592, 0.1295, 0.1074], [-0.0208, 0.0190, 0.1538], [0.1161, -0.0083, 0.0070], [0.0345, -0.0917, -0.0197], [-0.0332, 0.0313, -0.0211], [0.0189, 0.0199, -0.0058], [-0.1124, -0.1511, 0.1998], [0.0151, -0.0133, 0.0632], [0.1018, 0.0370, 0.1336], [0.0108, 0.0028, 0.1267], [-0.1749, 0.1409, -0.0495], [0.0980, 0.0718, 0.0769], [0.0391, -0.0271, 0.0635], [-0.0392, -0.0406, -0.0120], [-0.0144, 0.0349, -0.0272], [0.0108, -0.0036, 0.0200], [-0.0488, 0.2112, -0.1284], [0.0307, -0.0116, 0.0079], [0.0350, 0.0100, 0.0046], [-0.0095, 0.0041, 0.0231], [-0.0813, 0.0227, -0.0580], [-0.0049, -0.0176, -0.0164], [0.0092, 0.0124, -0.0033], [0.0373, 0.0145, -0.0127], [-0.0013, 0.0174, 0.0252], [-0.0097, -0.0007, -0.0158], [-0.1204, -0.0429, -0.0485], [0.0014, -0.0265, -0.0247], [-0.0148, -0.1707, 0.0617], [-0.0289, -0.0025, 0.0113], [-0.0788, 0.0342, -0.0396], [0.0234, -0.0012, 0.0275], [0.0103, 0.0454, -0.0406], [0.0031, -0.0047, -0.0134], [-0.0140, 0.0180, 0.0179], [-0.0455, -0.0734, -0.0803], [0.1698, 0.1160, -0.1604], [0.0262, -0.0075, 0.0233], [0.0182, 0.0196, -0.0199], [-0.0359, -0.0019, -0.0204], [0.0109, -0.0239, 0.0069], [0.0599, -0.0213, 0.0388], [0.0442, -0.0372, -0.0229], [0.0197, 0.0160, -0.0048], [-0.0022, -0.0263, -0.0017], [-0.0309, 0.0216, 0.0306], [0.0603, -0.1106, -0.0250], [0.0532, -0.0133, 0.0274], [-0.0007, 0.0043, -0.0110], [0.0605, 0.0558, 0.0339], [0.0702, -0.0167, 0.0230], [-0.0014, -0.0332, 0.0011], [0.0120, -0.0106, -0.0263], [0.0262, 0.0120, -0.0087], [-0.0100, -0.0095, -0.0139], [-0.1035, 0.0328, -0.2132], [-0.0179, 0.0244, 0.0163], [-0.0050, -0.0019, -0.0097], [0.0301, 0.0146, -0.0107], [-0.0086, -0.0050, -0.0063], [0.0169, -0.0246, 0.0326], [-0.0518, -0.1553, -0.1810]], "gap_ev": 9.21, "total_charge": 1, "energy_ha": -30487.248186, "homo_energy_ev": -11.95, "lumo_energy_ev": -2.74}

=====

[4]
{"formula": "C9H7ClO3", "method": "wB97M-V/def2-TZVPD", "species": ["C", "C", "C", "C", "C", "C", "C", "C", "C", "O", "O", "O", "Cl", "H", "H", "H", "H", "H", "H", "H"], "coordinates": [[2.13969, 1.07087, -0.54566], [1.02204, 1.68564, 0.01750], [2.07694, -0.30900, -0.90292], [-0.15194, 0.91366, 0.15596], [0.96303, -1.04726, -0.63593], [-0.20882, -0.39941, -0.08355], [-2.67984, -0.68588, 0.73303], [-3.30731, 0.68273, 0.34804], [-1.38084, -1.30457, -0.02808], [-3.66776, -1.63415, 0.63971], [-3.27822, 1.69869, 0.98405], [-1.50152, -2.45171, -0.30204], [-4.36263, 0.65531, -1.09956], [2.96570, 1.64518, -0.57288], [0.86726, 2.74543, 0.35781], [3.02726, -0.79233, -1.31093], [-1.01436, 1.53099, 0.35478], [1.02717, -2.08118, -0.81874], [-2.36242, -0.55283, 1.81240], [-3.10446, -2.43539, 0.33662]], "forces_ev_per_a": [[-3.4223, -1.4177, 1.0215], [-0.7419, -0.4810, -0.1149], [2.1412, 0.7087, -0.0386], [-0.2899, 2.8075, 0.2241], [-0.4098, 1.6901, 0.6979], [1.7404, -4.0790, -2.2272], [0.3850, 0.3600, 0.6266], [-0.4299, 0.8595, 0.3598], [-1.6303, 3.7537, 2.0349], [0.9303, -1.7328, -0.4210], [0.4399, -1.3534, -0.5269], [0.6919, -1.3518, -0.7261], [0.4815, -0.2923, 0.1648], [3.0417, 1.4572, -0.6393], [0.9731, -1.1047, -0.6643], [-1.5589, 0.6614, 0.5320], [-0.2952, -0.4298, 0.5281], [-0.4849, -1.1400, -0.1816], [-0.0675, 0.1093, -0.9585], [-1.4946, 0.9750, 0.3087]], "smiles": "O=C(Cl)[C@@H](O)C(=O)c1ccccc1", "de_lowest_kj_mol": 0.0, "gap_ev": 9.60, "total_charge": 0, "energy_ha": -1033.031951, "homo_energy_ev": -10.18, "lumo_energy_ev": -0.58}